# 1
Below is a structure of composition C3H2Cl2N2S in a non-equilibrium geometry, with properties calculated with wB97M-V/def2-TZVPD.

```
10
Properties=species:S:1:pos:R:3:forces:R:3:mulliken_charge:R:1
Cl 2.657761 -0.197478 0.206621 0.1 0.4 0.1 -0.176
Cl 0.402652 2.715785 0.545898 -0.2 1.4 -0.3 -0.033
S -0.435827 -2.157921 -0.369186 0.1 1.0 0.3 0.071
N -0.671773 0.297120 -0.950461 0.1 0.7 0.4 -0.427
N -0.104328 -1.065511 0.839104 -0.6 -1.9 0.2 -0.346
C -0.799661 -0.854692 -1.459011 -0.2 -1.5 -0.3 0.041
C -0.011096 1.260603 1.141209 2.5 -2.6 2.3 -0.090
C -0.264134 0.119727 0.353485 -0.9 1.4 -1.2 0.149
H 0.377885 0.891695 2.143348 -0.7 1.3 -0.8 0.395
H -1.151479 -1.009328 -2.451007 -0.1 -0.2 -0.7 0.415
```
Forces are in eV/Å.

LUMO level (spin up / spin down): -0.0665 / -0.1333 hartree
orbital gap (spin up / spin down): 8.629 / 4.600 eV
ΔE to the lowest compared entry with this formula, charge and spin: 1.610 eV
highest occupied orbital energy (spin up / spin down): -10.44 / -8.23 eV
total charge: 0
2S+1: 1
E_tot: -42000.3147 eV



# 2
Below is a structure of composition C5H4CaClF2GaNO2 in a non-equilibrium geometry, with properties calculated with wB97M-V/def2-TZVPD.

```
17
Properties=species:S:1:pos:R:3:forces:R:3:mulliken_charge:R:1
Ga 0.029599 -0.010525 -0.566876 -0.5 -0.3 1.5 0.659
Ca 2.412764 1.777352 -2.184735 -0.4 -0.5 1.0 1.421
Cl 0.514335 0.209872 -2.810534 0.5 0.1 -0.5 -0.489
F -2.107988 0.280629 1.830720 0.2 0.7 -0.1 -0.198
F -2.307134 0.916698 -1.851070 0.6 -0.3 -0.2 -0.238
O -3.799873 0.366745 -0.346840 -0.5 0.2 0.0 -0.443
O -2.114664 -1.893159 1.617544 0.2 -0.2 0.7 -0.435
N -1.773856 -0.695448 -0.282139 0.5 2.3 -0.1 0.076
C -2.014348 -0.828916 1.125987 -0.4 -2.1 -0.9 0.427
C 2.460226 -0.047249 0.699654 -0.7 -0.9 -0.4 -0.231
C -2.714040 0.205197 -0.775096 -0.6 -0.5 0.4 0.439
C 1.492015 -1.086173 0.324761 0.8 0.8 -0.2 -0.621
C 3.190605 0.855162 1.030225 -0.2 1.0 -0.9 -0.410
H 0.088693 1.455007 0.097744 0.4 0.2 -0.8 -0.148
H 3.544640 1.840653 1.213198 0.5 -0.1 0.5 0.429
H 1.997313 -1.781072 -0.345359 -0.3 -0.3 0.2 0.384
H 1.101720 -1.564777 1.222811 0.0 -0.2 -0.1 0.379
```
Forces are in eV/Å.

LUMO level: -0.2412 hartree
orbital gap: 6.587 eV
highest occupied orbital energy: -13.15 eV
total charge: +1
2S+1: 1
E_tot: -99599.9773 eV



# 3
Below is a cluster of 2 separate species, C6H11IO2 in total in a non-equilibrium geometry, with properties calculated with wB97M-V/def2-TZVPD.

```
20
Properties=species:S:1:pos:R:3:forces:R:3:mulliken_charge:R:1
I 4.595055 0.704145 -0.022568 0.4 0.0 0.3 0.113
O 0.375239 1.019067 -0.969370 0.3 0.7 -0.3 -0.376
O 3.097455 0.551339 -1.202693 -2.5 1.0 0.6 -0.713
C 1.802667 2.623514 0.216723 0.1 0.3 0.1 -0.680
C -1.608208 -0.249872 -0.882021 0.3 0.2 0.0 -1.628
C 1.356976 1.613110 -0.453755 1.9 -1.3 -0.9 0.828
C 0.645844 -1.385657 -0.918620 0.1 0.3 0.0 -1.475
C -0.099722 -0.129539 1.136397 0.1 0.2 -0.3 -1.639
C -0.167426 -0.214349 -0.384365 -0.5 -1.1 0.6 1.599
H -0.637969 -0.965142 1.573358 0.0 -0.1 0.0 0.442
H 0.257525 -2.320539 -0.523015 -0.1 0.0 0.1 0.407
H -2.165485 0.601114 -0.496936 -0.1 0.1 0.0 0.393
H -0.552208 0.796706 1.488060 -0.1 0.0 0.1 0.410
H 0.933377 -0.164161 1.474652 0.1 0.0 0.1 0.408
H -1.625013 -0.213566 -1.967865 0.0 0.0 -0.1 0.385
H 1.688758 -1.274032 -0.630862 0.1 0.0 0.0 0.350
H 0.599376 -1.409228 -2.004049 0.0 0.0 -0.1 0.384
H -2.090670 -1.164867 -0.551037 0.0 -0.1 0.0 0.392
H 2.860266 2.798041 0.334944 0.1 -0.1 0.0 0.122
H 1.125009 3.322818 0.681658 -0.3 0.0 0.0 0.277
```
Forces are in eV/Å.

LUMO level: 0.0062 hartree
orbital gap: 8.199 eV
ΔE to the lowest compared entry with this formula, charge and spin: 2.647 eV
highest occupied orbital energy: -8.03 eV
total charge: 0
2S+1: 1
E_tot: -18592.0461 eV



# 4
Below is a structure of composition C10H34N8O10 in a non-equilibrium geometry, with properties calculated with wB97M-V/def2-TZVPD.

```
62
Properties=species:S:1:pos:R:3:forces:R:3:mulliken_charge:R:1
O 0.235257 1.000014 -2.717141 1.3 9.0 -0.7 -0.741
O 0.837518 3.169573 -0.419132 -0.2 8.1 -6.1 -0.718
O 0.871897 1.676310 0.553041 8.2 1.8 1.4 0.006
O 0.884619 -0.256409 0.052363 -3.8 -6.3 -7.2 -0.036
O -1.238982 1.136624 -1.349496 -6.0 -0.2 5.3 -0.564
O 1.308449 -0.985766 1.883392 1.9 -1.5 4.4 -0.709
O -0.477342 -0.190871 3.765583 -0.6 -1.2 0.4 -0.605
O -0.197184 2.120475 3.290289 2.4 1.4 2.8 -0.732
O -1.452029 -4.884698 0.505934 0.6 -1.3 -1.1 -0.664
O 0.007850 -2.531130 -4.491506 -0.3 -4.2 -1.3 -0.729
N 2.757411 0.579907 0.419445 4.3 0.2 -0.9 -0.195
N -0.687952 -0.495506 -4.858699 -4.9 4.5 -3.1 -0.255
N -0.694268 1.311750 1.262463 -10.7 -3.2 4.1 0.791
N 2.254436 1.508321 2.309491 1.2 1.6 3.3 -0.032
N 0.779790 -0.835277 -3.420242 8.3 -3.8 2.1 -0.522
N -2.500769 -3.895164 2.223153 -1.2 -0.1 1.4 -0.358
N -1.295696 3.257703 1.751529 -2.3 6.0 0.8 -0.248
N -1.845012 -2.695804 0.568106 -1.7 2.0 -2.8 -0.273
C 1.382140 1.487144 -2.098764 1.3 1.5 -1.0 -0.801
C -0.669504 2.233651 2.201523 -1.2 -3.4 -1.4 0.359
C 0.001307 -1.387167 1.803672 -1.7 -2.3 0.3 -0.682
C 1.452947 2.942497 -1.701295 -1.6 1.0 1.9 -1.001
C -1.322096 -0.214711 -0.865123 -0.8 -3.1 2.4 -1.304
C -1.958179 -3.913884 1.002475 1.2 -2.2 1.1 0.590
C 1.846672 1.278318 1.105070 7.3 -1.4 1.9 0.499
C -0.642330 -1.471808 3.186052 1.4 0.5 -0.6 -0.074
C 0.011196 -1.368131 -4.232811 0.1 -4.0 -2.4 0.116
C 0.038824 -0.935145 -0.860542 -0.4 1.5 -1.2 -1.233
H 0.195099 0.231321 3.225978 -0.1 0.4 0.6 0.402
H 0.178997 0.857701 1.035854 -4.4 -3.0 2.2 -1.432
H 3.182510 1.188696 2.547421 -0.4 0.1 0.1 0.225
H -2.110973 1.451553 -1.100424 -0.3 0.7 -0.6 0.511
H -1.051907 0.237730 -4.267087 0.1 0.4 -1.0 0.172
H -1.343298 3.923305 2.509692 -0.9 0.7 -0.5 0.294
H 3.608705 0.261150 0.859663 -0.2 0.1 -0.3 0.240
H -1.689285 -1.759421 3.089878 0.0 0.2 0.3 0.289
H 1.353915 2.721136 0.254548 0.8 3.8 -1.3 0.273
H 2.111675 1.456432 -2.908041 0.7 -0.7 0.3 0.560
H -1.266792 1.675530 0.514155 1.3 -0.6 0.1 0.104
H 1.691216 1.907391 3.046798 -0.4 0.1 -0.1 0.316
H -0.093731 -2.201427 3.781686 -0.2 -0.4 0.1 0.239
H -3.224288 -3.190527 2.212593 -0.4 -0.8 1.4 0.289
H -2.450257 -4.737445 2.778236 -0.7 0.3 -0.1 0.213
H 0.338031 -0.765735 -1.894893 0.6 -1.3 1.2 -0.606
H 0.855187 0.676158 -0.173626 -1.1 -0.7 -1.8 -0.580
H 1.657506 -1.295912 -3.226527 -0.5 -0.8 0.1 0.137
H -1.567952 -0.199677 0.196689 -0.7 0.5 -0.4 1.424
H -1.061834 -0.630009 -5.787258 -0.3 -0.4 0.7 0.194
H 1.595744 0.896909 -1.207646 0.3 0.6 -2.7 0.738
H -1.474719 -2.595147 -0.366159 -0.6 0.3 0.4 0.211
H -2.118808 -0.815521 -1.303722 0.0 0.3 -0.8 0.391
H -2.274521 -1.978943 1.135329 0.4 0.3 -0.8 0.151
H 2.482357 3.277659 -1.574493 0.2 -0.1 -0.8 0.469
H 0.075565 -2.011713 -0.693972 -0.3 0.4 0.0 1.462
H 2.541812 0.327033 -0.534327 1.6 -0.3 1.1 0.435
H -0.582883 -0.708911 1.181745 0.2 -0.6 1.5 -0.162
H 0.846298 3.562838 -2.361045 0.6 0.0 -0.5 0.323
H -2.002600 3.222120 1.031034 0.4 0.3 0.4 0.126
H 1.828094 -1.271076 1.128276 -0.5 -0.1 0.5 0.620
H 0.680077 0.138138 -3.170019 1.0 -1.0 -2.0 0.943
H -0.138149 -2.315507 1.249742 1.0 0.0 0.9 0.888
H -0.459760 0.823351 -2.078906 0.8 0.6 -2.0 0.255
```
Forces are in eV/Å.

LUMO level: -0.0141 hartree
orbital gap: 7.699 eV
ΔE to the lowest compared entry with this formula, charge and spin: 27.546 eV
highest occupied orbital energy: -8.08 eV
total charge: 0
2S+1: 1
E_tot: -43292.8028 eV



# 5
Below is a structure of composition C8H14BeN3 in a non-equilibrium geometry, with properties calculated with wB97M-V/def2-TZVPD.

```
26
Properties=species:S:1:pos:R:3:forces:R:3:mulliken_charge:R:1
N 0.690511 -0.358024 -2.654025 -0.2 -1.1 -0.3 1.144
N -1.202357 1.997942 0.177727 -0.9 -0.2 1.2 0.151
N 0.263664 0.417104 -0.232365 0.1 -0.8 1.5 1.007
C -2.525852 0.823380 1.982318 -0.5 0.1 -0.1 -0.803
C -1.579880 -1.372358 2.503660 -0.7 0.5 0.3 -0.566
C -2.494221 -0.340005 2.767345 0.3 -0.7 0.0 -0.408
C -0.638049 -0.084355 0.720332 0.9 0.8 -1.0 1.879
C -1.579714 0.906366 0.969918 0.2 1.5 0.0 -0.643
C -0.659304 -1.280102 1.451081 0.2 -0.6 -0.1 -1.229
C 3.001197 -0.000158 -1.430952 1.3 -0.5 0.4 -0.473
C -0.090479 1.682427 -0.512433 0.3 0.0 -1.0 -0.693
Be 1.450934 -0.508215 -1.054031 -1.1 2.0 -1.9 -2.707
H -0.198452 -0.852690 -2.757766 0.0 0.0 -0.2 -0.154
H 3.348582 -0.421167 -2.390548 -0.1 0.2 0.3 0.105
H -1.663357 2.901042 0.166449 0.2 -0.4 -0.1 0.358
H 0.019711 -2.110694 1.264533 -0.2 0.3 0.2 0.163
H 1.840519 -1.868782 -0.109127 -0.3 0.4 -0.3 0.201
H 1.124601 -1.603230 -0.110528 0.1 -1.3 0.5 -0.194
H 1.292659 -0.618645 -3.440649 -0.2 -0.2 0.2 -0.148
H 0.418920 2.396585 -1.164991 -0.1 -0.6 0.4 0.295
H 3.034846 1.088461 -1.508378 0.1 0.1 0.0 0.171
H -1.573017 -2.270242 3.124356 -0.1 0.3 -0.2 0.321
H -3.241138 1.631049 2.149074 0.3 -0.3 0.1 0.344
H -3.205061 -0.443746 3.584687 0.2 0.0 -0.1 0.355
H 3.718733 -0.341879 -0.675547 0.4 0.4 0.0 0.247
H 0.446006 0.629937 -2.820141 0.0 0.2 0.2 0.278
```
Forces are in eV/Å.

LUMO level: 0.1055 hartree
orbital gap: 2.568 eV
ΔE to the lowest compared entry with this formula, charge and spin: 0.707 eV
highest occupied orbital energy: 0.30 eV
total charge: -1
2S+1: 1
E_tot: -13392.5412 eV



# 6
Below is the molecule C6H8N4 in a non-equilibrium geometry, with properties calculated with wB97M-V/def2-TZVPD.

```
18
Properties=species:S:1:pos:R:3:forces:R:3:mulliken_charge:R:1
N 2.728625 1.287737 -0.219685 -0.2 -0.3 -0.1 -0.502
N -3.500503 0.161521 -0.760714 0.6 0.0 0.1 -0.476
N -0.222143 0.414517 -1.216197 -1.5 -0.3 0.7 -0.388
N -0.904624 1.789913 0.768211 1.3 -1.3 1.9 -0.512
C 0.938071 -0.412360 -1.037963 -1.0 0.5 0.7 0.116
C 0.546570 -1.406291 0.083771 -2.9 4.6 -0.5 -0.952
C -0.400062 -0.555833 0.975036 -0.9 0.4 -1.2 -0.950
C -2.412174 0.327238 -0.418472 -0.4 0.3 0.4 -0.181
C -0.998320 0.599868 0.000013 0.5 -2.6 1.1 0.816
C 1.996802 0.490776 -0.613327 1.4 0.0 -0.2 0.216
H -0.261046 1.205173 -1.818781 0.6 0.3 -0.6 0.250
H 1.000680 -1.021833 -1.910992 1.4 0.1 -0.9 0.314
H -0.008672 1.756480 1.327654 -1.5 0.6 -1.2 0.309
H 0.235913 -0.105002 1.705875 0.3 0.8 0.4 0.356
H 1.350044 -1.585767 0.645253 3.1 -2.0 1.8 0.472
H -0.977545 2.554625 0.179829 0.0 2.2 -0.9 0.244
H -1.199690 -1.003834 1.586953 0.3 -0.4 -0.7 0.438
H -0.001378 -2.087114 -0.429046 -1.1 -3.0 -0.9 0.429
```
Forces are in eV/Å.

SMILES: N#C[C@H]1CC[C@](N)(C#N)N1
LUMO level: 0.0232 hartree
orbital gap: 10.477 eV
ΔE to the lowest compared entry with this formula, charge and spin: 1.917 eV
highest occupied orbital energy: -9.85 eV
total charge: 0
2S+1: 1
E_tot: -12310.1923 eV



# 7
Below is a structure of composition C36H27Cl5N8OPb, with properties calculated with wB97M-V/def2-TZVPD.

```
78
Properties=species:S:1:pos:R:3:forces:R:3:mulliken_charge:R:1
Pb 0.088297 0.618689 -0.048371 -0.4 -0.1 -0.1 1.840
Cl -4.054272 1.385277 -5.219892 0.0 0.0 0.0 -0.130
Cl -1.914374 -0.865075 -5.343166 0.0 0.0 0.0 -0.153
Cl 0.102906 -1.218767 -3.007214 -0.1 -0.2 0.0 -0.029
Cl -4.193564 3.280249 -2.753409 0.0 0.0 0.0 -0.151
Cl -2.175951 2.892630 -0.396676 0.0 0.0 0.0 -0.078
O -1.986667 -0.009882 0.864057 0.1 0.0 0.2 -0.452
N 1.135735 2.723596 0.598993 0.0 -0.1 0.1 0.255
N -0.844238 0.046491 2.852586 -0.1 -0.1 0.0 -1.428
N 1.974675 0.881372 -1.594115 0.1 0.0 0.1 0.829
N 0.265563 -1.643304 0.361934 0.1 0.0 -0.3 0.701
N 3.944685 0.302698 -2.402878 0.0 0.0 0.0 -0.121
N -0.082857 0.941356 2.199429 0.1 0.2 0.0 1.011
N 2.486417 -0.091664 0.999079 -0.1 0.0 0.2 -0.052
N 0.958587 -3.429210 1.436301 0.0 0.0 0.0 -0.101
C 2.284592 -1.328482 1.762244 0.1 0.0 -0.1 -1.784
C 3.654259 1.165214 -4.768124 0.0 0.0 0.0 -1.125
C -0.198226 -3.818760 0.764399 0.0 0.0 0.0 0.758
C 2.739704 1.838383 -5.551211 0.0 0.0 0.0 -0.635
C -2.757001 -1.398267 2.638087 0.0 0.0 0.0 0.798
C -0.633288 -2.686091 0.080636 0.0 0.0 0.1 -0.256
C -3.344863 -2.968167 4.361020 0.0 0.0 0.0 -0.909
C 1.219331 2.895093 1.926787 0.0 0.0 0.0 0.359
C -4.809852 -2.639155 2.475922 0.0 0.0 0.0 -0.837
C 3.132175 0.326110 -1.331365 0.0 0.0 0.0 -0.006
C -2.135109 1.845578 -1.769380 0.0 0.0 0.1 0.757
C 1.177575 -2.136448 1.162853 0.1 0.0 0.2 0.559
C 2.415412 4.695382 0.248411 0.0 0.0 0.0 -1.019
C -2.005293 0.160830 -3.979590 0.0 0.0 0.0 0.181
C 1.130277 1.990881 -3.733928 0.0 0.1 0.0 -0.246
C -1.195417 0.830572 -1.815623 0.1 0.1 0.1 -1.778
C -1.836189 -0.403331 2.062496 0.2 0.1 -0.1 0.028
C 1.502702 2.254064 -5.036678 0.0 0.0 0.0 -0.959
C 0.470303 1.938928 2.788748 0.0 0.0 -0.2 0.978
C 1.703543 3.604812 -0.220708 0.0 0.0 -0.1 -0.139
C -2.964028 1.177164 -3.925022 0.0 0.0 0.0 0.235
C -2.005088 -5.069796 -0.065215 0.0 0.0 0.0 -0.644
C 3.273349 0.911628 -3.456807 0.0 0.0 0.0 0.715
C 2.033721 1.284833 -2.938159 0.0 0.1 0.0 -0.409
C -0.866599 -5.035562 0.711563 0.0 0.0 0.0 -1.191
C -1.789641 -2.729995 -0.693915 0.0 0.1 0.1 -0.132
C 3.583321 -0.109879 0.028958 0.0 0.0 0.0 -1.113
C -3.930771 -1.705629 1.954105 0.0 0.0 0.0 -0.029
C -1.115575 -0.002521 -2.916231 0.0 0.0 -0.1 0.975
C -2.457556 -3.933669 -0.755498 0.0 0.0 0.0 -1.081
C -3.032145 2.029786 -2.817755 0.0 0.0 0.0 0.273
C 2.541899 4.863141 1.617344 0.0 0.0 0.0 -0.643
C 1.932114 3.954343 2.470549 -0.1 0.0 0.0 -1.056
C -4.514690 -3.273157 3.675632 0.0 0.0 0.0 -0.412
C -2.468779 -2.027052 3.849316 0.0 0.0 0.0 -0.313
C 0.313427 2.205863 4.247486 0.0 0.0 0.0 -1.900
H 4.880641 -0.069495 -2.429974 0.0 0.0 0.0 0.267
H 1.995370 4.073657 3.542009 0.0 0.0 0.0 0.584
H 4.042253 -1.099089 -0.026583 -0.1 0.0 0.0 0.502
H 4.369355 0.580129 0.348110 0.0 0.0 0.0 0.437
H -0.519540 -5.905368 1.251930 0.0 0.0 0.0 0.493
H -5.728592 -2.869062 1.953575 0.0 0.0 0.0 0.448
H 1.578066 3.433211 -1.282700 0.0 0.0 0.0 0.425
H -3.363144 -4.005134 -1.342260 0.0 0.0 0.0 0.502
H -3.124594 -3.458057 5.299810 0.0 0.0 0.0 0.440
H 2.627071 0.667689 1.651258 0.0 0.0 0.0 0.133
H 0.177961 2.336177 -3.355863 0.0 0.0 0.0 0.584
H -1.563438 -1.771466 4.383081 0.0 0.0 0.0 0.439
H 2.854935 5.392977 -0.449790 0.0 0.0 0.0 0.522
H 4.616535 0.859751 -5.155435 0.0 0.0 0.0 0.472
H -2.169305 -1.850022 -1.192451 0.0 0.0 0.0 0.567
H -0.446648 1.550728 4.660865 0.0 0.0 0.0 0.418
H 0.034275 3.246056 4.414005 0.0 0.0 0.0 0.442
H -4.148606 -1.201263 1.022159 0.0 0.0 0.0 0.449
H 1.519804 -4.008198 2.040269 0.0 0.0 0.0 0.280
H 2.025089 -1.086556 2.795019 -0.1 0.0 0.0 0.374
H -2.566516 -5.990571 -0.141505 0.0 0.0 0.0 0.450
H 0.825223 2.800312 -5.678686 0.0 0.0 0.0 0.492
H 1.252872 2.024947 4.776488 0.0 0.0 0.0 0.351
H 3.099087 5.698107 2.020148 0.0 0.0 0.0 0.459
H -5.202223 -4.002452 4.083112 0.0 0.0 0.0 0.441
H 2.984889 2.062261 -6.580014 0.0 0.0 0.0 0.433
H 3.196642 -1.930374 1.795420 0.0 0.0 0.0 0.655
```
Forces are in eV/Å.

LUMO level: -0.2346 hartree
orbital gap: 6.857 eV
highest occupied orbital energy: -13.24 eV
total charge: +2
2S+1: 1
E_tot: -119586.3260 eV